[1]
{
  "formula": "C23H37IrN10O7P2",
  "method": "ωB97M-V/def2-TZVPD",
  "symbols": ["Ir", "C", "N", "C", "P", "O", "O", "P", "O", "N", "C", "C", "N", "C", "C", "N", "C", "C", "H", "H", "H", "H", "H", "H", "H", "H", "H", "H", "H", "H", "H", "H", "H", "H", "H", "H", "H", "H", "H", "H", "H", "H", "O", "C", "O", "C", "C", "N", "N", "C", "C", "O", "O", "H", "H", "H", "C", "N", "C", "C", "N", "C", "H", "H", "H", "H", "H", "H", "N", "C", "C", "C", "C", "N", "C", "C", "H", "H", "H", "H"],
  "xyz": [[0.363, -0.042, -1.732], [1.746, 1.642, 3.484], [0.994, 1.899, 2.245], [1.679, 2.484, 1.193], [-0.610, 1.455, 1.983], [-0.918, 1.366, 0.546], [-0.620, -0.029, 2.721], [-0.474, -1.445, 2.064], [0.084, -1.564, 0.722], [-2.053, -2.067, 2.169], [-2.399, -3.263, 1.415], [-3.003, -1.596, 3.171], [0.241, -2.364, 3.231], [0.145, -2.120, 4.670], [0.832, -3.655, 2.849], [-1.655, 2.278, 2.889], [-1.498, 2.399, 4.346], [-2.523, 3.303, 2.278], [1.941, 2.576, 4.009], [2.694, 1.165, 3.232], [1.188, 0.980, 4.139], [2.640, 2.921, 1.442], [1.087, 2.969, 0.423], [2.035, 1.275, 0.376], [-1.624, -3.488, 0.689], [-3.348, -3.082, 0.903], [-2.548, -4.107, 2.094], [-2.567, -1.643, 4.172], [-3.890, -2.225, 3.149], [-3.274, -0.559, 2.968], [-0.187, -1.106, 4.874], [1.131, -2.271, 5.111], [-0.540, -2.835, 5.133], [0.927, -3.721, 1.768], [0.220, -4.476, 3.227], [1.825, -3.729, 3.293], [-0.899, 1.581, 4.744], [-2.482, 2.358, 4.811], [-1.023, 3.344, 4.612], [-2.599, 3.137, 1.207], [-2.127, 4.302, 2.462], [-3.515, 3.228, 2.721], [6.119, -1.732, -0.248], [5.618, -2.465, -1.231], [6.224, -3.337, -1.776], [4.240, -2.128, -1.748], [3.716, -2.793, -2.839], [2.493, -2.294, -3.064], [2.162, -1.345, -2.184], [3.222, -1.239, -1.372], [3.169, -0.227, -0.299], [4.016, -0.026, 0.528], [2.025, 0.476, -0.351], [5.533, -1.012, 0.036], [4.158, -3.566, -3.448], [1.863, -2.547, -3.808], [0.073, 4.171, -5.472], [0.653, 3.306, -4.437], [1.941, 3.367, -3.963], [2.052, 2.399, -3.018], [0.839, 1.751, -2.904], [0.023, 2.329, -3.781], [0.870, 4.757, -5.919], [-0.660, 4.842, -5.032], [-0.392, 3.563, -6.243], [2.653, 4.082, -4.339], [2.911, 2.129, -2.429], [-1.006, 2.062, -3.957], [-6.449, -1.361, -4.498], [-5.397, -1.177, -4.078], [-4.088, -0.948, -3.535], [-3.003, -1.717, -3.948], [-1.766, -1.464, -3.395], [-1.565, -0.507, -2.471], [-2.618, 0.230, -2.069], [-3.885, 0.043, -2.579], [-3.121, -2.495, -4.689], [-0.903, -2.041, -3.692], [-2.414, 0.978, -1.313], [-4.704, 0.661, -2.238]],
  "atomic_forces_ev_per_a": [[0.01, 0.23, -0.02], [-0.01, 0.00, 0.03], [-0.06, -0.11, -0.12], [-0.03, 0.63, 0.47], [-0.01, 0.13, -0.12], [0.06, -0.01, 0.08], [0.05, 0.04, 0.04], [-0.11, -0.21, 0.25], [0.05, -0.04, -0.12], [0.02, 0.10, 0.02], [0.03, -0.01, -0.01], [-0.07, -0.04, 0.01], [0.11, 0.00, -0.16], [-0.04, 0.00, 0.01], [-0.01, 0.01, -0.02], [-0.07, -0.02, 0.04], [0.00, 0.02, -0.04], [0.03, -0.01, 0.01], [0.00, 0.00, -0.02], [0.00, 0.01, -0.01], [0.01, 0.00, -0.01], [-0.03, 0.01, 0.06], [-0.02, -0.05, 0.03], [-0.14, -0.21, -0.53], [-0.02, 0.00, 0.00], [0.00, 0.01, 0.00], [0.01, 0.02, 0.03], [0.02, 0.00, 0.00], [0.00, 0.01, -0.02], [0.02, 0.00, -0.01], [0.00, 0.00, -0.01], [0.00, 0.02, 0.00], [0.01, -0.01, -0.02], [-0.02, 0.00, 0.00], [0.01, 0.00, 0.02], [-0.01, 0.02, 0.03], [-0.04, -0.01, 0.00], [0.00, 0.01, 0.00], [0.00, 0.01, 0.00], [0.00, 0.00, 0.00], [0.00, 0.00, 0.01], [0.00, 0.00, 0.01], [0.09, -0.07, 0.07], [0.10, 0.28, -0.44], [-0.07, -0.13, 0.18], [-0.09, -0.13, 0.20], [0.00, 0.07, -0.08], [-0.02, -0.05, 0.03], [0.06, 0.07, 0.13], [0.06, 0.07, -0.08], [-0.05, -0.26, -0.09], [-0.01, 0.04, -0.06], [0.42, -0.08, 0.17], [-0.11, -0.05, 0.12], [0.01, 0.00, 0.00], [-0.02, -0.01, -0.03], [-0.01, 0.01, 0.00], [-0.03, 0.01, -0.03], [-0.04, -0.01, 0.00], [0.05, 0.00, 0.00], [-0.07, -0.19, 0.06], [0.05, 0.09, -0.01], [0.02, -0.01, 0.01], [0.01, 0.00, 0.02], [0.00, -0.02, 0.01], [0.00, -0.01, 0.00], [-0.02, -0.01, 0.00], [0.00, 0.00, -0.01], [0.02, 0.01, 0.01], [-0.01, 0.00, 0.00], [0.01, -0.03, -0.02], [-0.03, -0.01, -0.02], [-0.03, 0.08, 0.05], [-0.10, -0.22, -0.16], [0.07, 0.00, 0.03], [-0.02, 0.04, 0.04], [0.00, 0.00, 0.00], [0.01, 0.00, 0.00], [-0.01, 0.00, 0.00], [0.00, -0.01, -0.01]],
  "multiplicity": 6,
  "max_force_ev_per_a": 0.79,
  "total_charge": 3,
  "de_lowest_ev": 0.0000,
  "lumo_ev": [-8.0, -11.4],
  "orbital_gap_ev": [7.913, 5.401]
}

[2]
{
  "formula": "C23H37MnO3",
  "method": "ωB97M-V/def2-TZVPD",
  "symbols": ["O", "C", "C", "H", "H", "C", "H", "H", "C", "H", "H", "H", "C", "H", "H", "H", "Mn", "C", "C", "C", "H", "C", "C", "H", "H", "H", "H", "C", "C", "C", "H", "C", "C", "H", "H", "H", "H", "O", "C", "C", "H", "H", "C", "H", "H", "C", "H", "H", "H", "H", "C", "C", "C", "C", "O", "H", "H", "H", "H", "H", "H", "H", "H", "H"],
  "xyz": [[-0.166, -0.404, -5.252], [-0.331, 0.704, -6.208], [0.093, -0.023, -7.470], [0.340, 1.519, -5.923], [-1.372, 1.045, -6.340], [0.073, -1.205, -6.471], [1.075, 0.266, -7.874], [-0.677, -0.045, -8.256], [1.375, -1.978, -6.509], [2.226, -1.381, -6.167], [1.570, -2.277, -7.549], [1.283, -2.884, -5.907], [-1.134, -2.088, -6.683], [-2.038, -1.478, -6.577], [-1.113, -2.852, -5.899], [-1.117, -2.547, -7.679], [-0.414, -1.221, -1.305], [-2.106, -1.668, -0.069], [-1.902, -0.256, 0.204], [-1.818, 0.405, -1.091], [-2.279, 0.194, 1.105], [-2.241, -0.526, -2.109], [-2.362, -1.840, -1.474], [-2.683, -2.774, -1.934], [-2.239, -2.415, 0.716], [-1.612, 1.471, -1.182], [-2.486, -0.308, -3.145], [0.557, -2.601, 0.007], [0.103, -3.285, -1.180], [0.730, -2.666, -2.333], [-0.520, -4.182, -1.223], [1.609, -1.627, -1.849], [1.508, -1.593, -0.401], [2.147, -0.980, 0.255], [0.288, -2.871, 1.040], [0.637, -3.008, -3.368], [2.270, -1.027, -2.478], [2.279, 2.815, -3.884], [1.219, 2.102, -3.208], [-0.082, 2.909, -3.424], [1.409, 1.998, -2.114], [1.211, 1.076, -3.616], [0.442, 4.353, -3.492], [-0.841, 2.682, -2.675], [-0.531, 2.643, -4.390], [1.824, 4.177, -4.161], [0.531, 4.751, -2.473], [-0.187, 5.018, -4.086], [2.595, 4.900, -3.807], [1.735, 4.322, -5.265], [-0.457, 1.658, 3.437], [0.024, 0.395, 2.686], [1.533, 0.362, 2.885], [-0.659, -0.826, 3.296], [-0.201, 0.392, 1.305], [-0.197, 1.589, 4.509], [-1.547, 1.792, 3.387], [0.044, 2.558, 3.054], [1.782, 0.149, 3.929], [1.995, -0.410, 2.266], [1.955, 1.340, 2.627], [-1.735, -0.618, 3.398], [-0.511, -1.690, 2.636], [-0.248, -1.060, 4.290]],
  "atomic_forces_ev_per_a": [[0.22, 0.41, -2.02], [-0.13, 1.78, 0.31], [-0.18, -0.09, 0.86], [-0.33, 0.06, 0.01], [0.28, -0.03, 0.74], [0.40, -1.25, -1.19], [-0.39, -0.26, 0.24], [0.43, -0.11, 0.30], [-0.11, -0.15, 0.28], [-0.18, -0.03, -0.01], [-0.08, 0.02, 0.30], [0.25, -0.08, 0.07], [0.12, -0.03, 0.16], [0.04, -0.22, -0.08], [-0.29, -0.11, -0.19], [-0.02, -0.03, 0.29], [-0.07, 0.57, 1.39], [0.09, 0.24, -0.41], [-0.53, 0.38, 1.32], [-0.43, -0.53, -0.59], [-0.07, 0.23, -0.16], [-0.37, 0.00, 1.40], [-0.58, 0.96, -0.09], [0.14, 0.48, 0.01], [0.20, 0.21, -0.47], [-0.14, -0.48, -0.18], [0.45, -0.03, 0.15], [1.06, -0.06, -0.20], [1.18, 0.05, -1.03], [0.71, -0.94, 0.83], [0.03, 0.63, 0.08], [-0.33, -0.69, 0.42], [0.33, -0.67, -0.40], [-0.88, -0.22, -0.47], [0.17, 0.35, -0.78], [-0.12, 0.35, 0.47], [-0.35, -0.10, 0.33], [-1.11, 0.56, 0.36], [0.12, -0.02, 0.07], [0.46, -0.43, -0.79], [0.18, 0.31, -0.45], [-0.24, 0.39, -0.04], [0.36, -0.32, 0.32], [0.17, 0.38, 0.13], [0.13, 0.04, 0.18], [0.27, 0.06, -0.21], [0.08, 0.06, -0.26], [-0.03, -0.06, 0.16], [-0.57, -0.58, -0.08], [0.10, -0.31, 0.69], [-0.23, 0.18, -0.04], [-0.47, -0.13, 0.64], [0.45, -0.12, -0.01], [-0.02, -0.18, 0.37], [-0.02, 0.27, -2.03], [-0.07, -0.11, -0.41], [0.23, -0.02, -0.13], [-0.25, -0.26, -0.04], [-0.04, 0.07, -0.08], [0.02, 0.03, 0.07], [0.03, -0.29, -0.07], [0.24, -0.26, -0.01], [-0.05, 0.08, 0.24], [-0.26, 0.04, -0.30]],
  "multiplicity": 4,
  "max_force_ev_per_a": 2.08,
  "total_charge": 1,
  "de_lowest_ev": 0.3192,
  "lumo_ev": [-5.0, -5.1],
  "orbital_gap_ev": [6.507, 5.872]
}

[3]
{
  "formula": "C23H37O2Sn",
  "method": "ωB97M-V/def2-TZVPD",
  "symbols": ["O", "C", "C", "H", "H", "C", "H", "H", "C", "H", "H", "H", "C", "H", "H", "H", "Sn", "C", "C", "C", "H", "C", "C", "H", "H", "H", "H", "C", "C", "C", "H", "C", "C", "H", "H", "H", "H", "O", "C", "C", "H", "H", "C", "H", "H", "C", "H", "H", "H", "H", "C", "C", "C", "C", "H", "H", "H", "H", "H", "H", "H", "H", "H"],
  "xyz": [[0.508, -0.576, -3.990], [0.444, 0.645, -4.835], [0.292, -0.103, -6.137], [1.384, 1.190, -4.781], [-0.421, 1.260, -4.590], [0.373, -1.343, -5.222], [1.125, -0.011, -6.841], [-0.670, 0.017, -6.637], [1.627, -2.119, -5.508], [2.509, -1.482, -5.433], [1.590, -2.529, -6.519], [1.749, -2.960, -4.828], [-0.897, -2.161, -5.328], [-1.779, -1.539, -5.119], [-0.878, -3.020, -4.650], [-0.972, -2.546, -6.350], [0.141, -0.388, 1.857], [-2.475, -1.353, 3.583], [-2.219, 0.028, 3.768], [-2.498, 0.697, 2.533], [-1.936, 0.498, 4.706], [-2.936, -0.300, 1.589], [-2.931, -1.552, 2.241], [-3.265, -2.501, 1.822], [-2.377, -2.120, 4.354], [-2.449, 1.776, 2.358], [-3.292, -0.103, 0.581], [1.038, -2.845, 3.773], [-0.069, -3.312, 3.013], [0.193, -3.107, 1.643], [-0.943, -3.806, 3.430], [1.497, -2.449, 1.539], [2.010, -2.331, 2.884], [3.009, -1.993, 3.154], [1.130, -2.923, 4.862], [-0.395, -3.473, 0.801], [2.028, -2.215, 0.610], [0.663, 1.405, -2.683], [-0.176, 0.459, -1.895], [-1.431, 1.223, -1.519], [0.432, 0.113, -1.031], [-0.492, -0.402, -2.459], [-0.951, 2.693, -1.657], [-1.937, 0.869, -0.604], [-2.201, 1.009, -2.283], [0.574, 2.574, -1.820], [-1.374, 3.415, -0.942], [-1.311, 3.007, -2.659], [1.073, 2.371, -0.850], [1.025, 3.460, -2.260], [-0.020, 2.653, 4.531], [1.206, 2.241, 3.710], [2.466, 2.781, 4.410], [1.321, 0.723, 3.465], [-0.143, 2.046, 5.441], [-0.939, 2.592, 3.939], [0.080, 3.692, 4.877], [1.123, 2.711, 2.713], [2.648, 2.278, 5.374], [3.337, 2.624, 3.763], [2.353, 3.856, 4.602], [2.331, 0.461, 3.115], [1.098, 0.196, 4.393]],
  "atomic_forces_ev_per_a": [[0.10, 0.09, -3.31], [0.10, 0.14, -0.12], [0.00, -0.61, 0.22], [-0.27, 0.17, 0.20], [0.30, 0.03, 0.05], [0.07, -0.18, -1.04], [-0.22, 0.04, 0.07], [0.14, 0.03, -0.04], [0.19, -0.60, -0.01], [-0.06, 0.05, 0.06], [-0.02, 0.02, -0.05], [0.05, -0.06, 0.21], [0.04, -0.29, 0.39], [0.24, -0.19, 0.00], [-0.12, 0.12, 0.04], [-0.05, 0.04, 0.07], [-0.68, 0.85, 0.48], [-0.18, 0.27, -0.49], [-0.15, -0.15, -0.72], [-0.09, -0.65, -0.12], [0.07, -0.10, -0.25], [-0.23, 0.28, 0.98], [0.01, 0.51, 0.47], [0.24, 0.23, 0.03], [0.00, 0.27, -0.31], [0.00, -0.39, 0.02], [0.11, -0.10, 0.18], [0.29, -0.07, -0.29], [0.53, -0.07, -0.44], [1.16, -0.11, 0.34], [0.16, 0.26, -0.19], [-0.43, -0.76, 0.69], [-0.47, -0.52, -0.29], [-0.37, 0.15, -0.08], [-0.03, 0.19, -0.52], [0.03, 0.42, 0.31], [-0.19, -0.20, 0.44], [-0.49, 0.40, 3.07], [0.25, 0.05, 0.79], [-0.46, 0.25, -0.18], [-0.44, 0.37, -0.39], [0.48, 0.13, 0.06], [-0.78, 0.32, -0.58], [0.86, 0.54, 0.06], [0.30, 0.24, 0.06], [-0.71, -0.76, 0.31], [0.49, -0.33, 0.05], [0.15, 0.18, 0.51], [-0.14, 0.03, -0.36], [0.11, -0.15, -0.37], [-0.21, 0.14, -0.02], [0.04, -0.36, -0.10], [-0.03, 0.04, -0.29], [-0.29, -0.01, 0.00], [0.09, -0.03, -0.33], [0.11, -0.16, 0.20], [0.00, -0.12, -0.17], [0.10, 0.25, 0.28], [-0.13, 0.05, -0.31], [0.00, 0.04, 0.22], [0.16, -0.09, -0.01], [0.00, 0.11, 0.34], [0.27, -0.26, 0.14]],
  "multiplicity": 1,
  "max_force_ev_per_a": 3.31,
  "total_charge": -1,
  "de_lowest_ev": 0.4174,
  "lumo_ev": 2.4,
  "orbital_gap_ev": 5.507
}